[1]
# C21H22BBaN14SSe

A structure of composition C21H22BBaN14SSe (ωB97M-V with the def2-TZVPD basis set, OMol25).

Structure (XYZ):
```
61
Properties=species:S:1:pos:R:3:forces:R:3:lowdin_charge:R:1
Ba -1.26982 -0.18102 0.37092 -0.1 -0.1 0.3 1.7231
Se -5.00948 -0.78724 1.51952 0.2 -0.1 0.3 1.1248
S -0.99744 -3.46801 -1.59805 -0.2 0.1 0.0 0.8954
N 1.34843 0.57846 0.23902 -0.1 0.0 -0.1 -0.1517
N 0.05801 1.11214 -2.46175 0.1 0.0 -0.1 0.0002
N -1.38462 2.42047 0.04256 0.2 -0.2 -0.2 -0.1725
N 0.86372 -5.43834 -1.47404 -0.1 0.1 0.0 0.0799
N 1.45975 -3.68548 -0.42510 -0.1 0.0 0.0 -0.0674
N -5.76094 -1.30495 3.02865 -0.1 0.1 -0.2 -0.2069
N -0.40788 2.99947 -0.70452 0.1 0.3 0.0 -0.0065
N 2.04316 -5.72379 -0.96111 0.0 0.0 0.0 0.1965
N 1.71045 1.62212 -0.55305 0.1 0.0 0.0 0.0073
N -0.99125 0.29145 -2.21109 0.0 0.1 0.2 -0.1704
N -3.32888 -0.88646 2.20009 -0.3 0.1 -0.3 -0.4326
N 2.63152 3.24478 -2.78193 0.1 -0.3 -0.2 0.0595
N 1.30714 3.23828 -2.48926 -0.1 0.1 0.2 -0.0601
N 1.42060 -2.41192 0.13367 0.0 0.1 -0.1 0.1259
C -4.81270 -1.50453 3.91387 0.1 0.0 0.0 -0.3706
C 0.62706 4.04879 -3.34942 0.0 0.0 0.1 -0.0941
C -3.45229 -1.27107 3.45797 0.0 0.0 0.1 -0.3970
C 2.89331 2.11723 -0.14732 -0.1 0.0 -0.1 -0.0373
C -0.24023 -0.10611 -4.29417 0.0 0.0 0.0 -0.0308
C 0.52071 0.88282 -3.71074 0.0 0.0 0.1 -0.0421
C 3.71019 -4.47423 0.39805 0.0 0.0 0.0 0.0346
C -2.65733 -1.84878 5.64122 0.0 0.0 0.0 -0.0420
C -4.00410 -2.08665 6.08901 0.0 0.0 0.0 -0.0421
C -1.34000 4.62146 0.49108 -0.1 0.0 0.0 -0.0260
C -0.36117 4.32283 -0.42695 0.0 -0.1 -0.1 -0.0486
C 2.33247 0.44130 1.13630 0.0 0.0 0.0 -0.1932
C 3.33692 1.37872 0.93216 0.0 0.0 0.0 -0.0291
C 0.42309 -4.19919 -1.16153 0.4 -0.1 0.0 -0.7075
C -1.17844 -0.43326 -3.31534 0.0 -0.1 0.0 -0.1998
C -5.05866 -1.92312 5.26309 0.0 0.0 0.0 0.0047
C 2.77102 4.05775 -3.81162 -0.1 0.2 0.2 -0.1292
C 1.53515 4.62031 -4.19573 0.0 -0.1 -0.2 -0.0385
C -1.95026 3.39539 0.75062 0.0 0.0 0.0 -0.1491
C 2.42611 -4.62790 -0.31555 0.1 0.0 -0.1 -0.2479
C -2.37301 -1.45769 4.37711 0.0 0.0 0.0 -0.0366
B 0.67137 2.24506 -1.53887 -0.1 0.0 -0.2 -0.6572
H 1.63842 -1.70846 -0.57443 0.0 0.0 0.0 0.1032
H -1.58086 5.58415 0.90477 0.0 0.0 0.0 0.1100
H 2.25790 -0.29992 1.92086 0.0 0.0 0.0 0.0995
H -1.35448 -1.26868 4.06159 0.0 0.0 0.0 0.1023
H 4.31871 -5.35413 0.20670 0.0 0.0 0.0 0.1079
H 3.75103 4.23654 -4.22373 0.0 0.0 0.0 0.1103
H -6.08152 -2.08738 5.57122 0.0 0.0 0.0 0.1286
H 3.55235 -4.38955 1.47536 0.0 0.0 0.0 0.1077
H 1.33933 5.32585 -4.98374 0.0 0.0 0.0 0.1033
H -0.15317 -0.49579 -5.29279 0.0 0.0 0.0 0.1079
H -4.15504 -2.39656 7.11374 0.0 0.0 0.0 0.1189
H 0.36311 -6.11994 -2.03464 0.0 0.0 0.0 0.1920
H 3.34023 2.94208 -0.67298 0.0 0.0 0.0 0.1155
H 0.36052 4.96083 -0.90599 0.0 0.0 0.0 0.1330
H 1.34644 1.44953 -4.10806 0.0 0.0 0.0 0.1288
H 4.24849 1.51961 1.48504 0.0 0.0 0.0 0.1081
H 2.13703 -2.35019 0.85014 0.0 0.0 0.0 0.0944
H -2.77872 3.17768 1.40797 0.0 0.0 0.0 0.1111
H -1.85419 -1.98495 6.35351 0.0 0.0 0.0 0.1174
H -2.00592 -1.12539 -3.37294 0.0 0.0 0.0 0.0941
H -0.44428 4.15239 -3.29085 0.0 0.0 0.0 0.1332
H 4.24296 -3.58681 0.05152 0.0 0.0 0.0 0.1076
```
Positions in Å, forces in eV/Å.

Spin multiplicity: 2
Net charge: +2
Relative energy (zero: lowest compared OMol25 entry of this formula, charge and spin), kcal per mole: 2.1



[2]
# C26H47Cl2PTc

A structure of composition C26H47Cl2PTc at a distorted geometry (ωB97M-V with the def2-TZVPD basis set, OMol25).

Structure (XYZ):
```
77
Properties=species:S:1:pos:R:3:forces:R:3:lowdin_charge:R:1
Tc 1.12700 0.23495 0.03571 -0.2 -0.6 2.7 0.8460
Cl 1.59399 2.61595 0.24140 0.0 0.0 0.0 -0.0894
Cl 2.13178 -0.19628 2.97040 0.9 -0.2 0.4 0.4357
P 0.32307 0.59211 -2.10861 -0.9 1.0 -3.4 1.0040
C -0.55190 -3.34495 1.65464 0.4 -0.4 0.0 -0.1740
C 4.46704 0.17855 -1.89500 0.0 0.2 0.1 -0.1833
C -2.12948 2.07318 -2.62824 0.0 -0.3 -0.1 -0.2087
C -0.62540 2.23841 -2.35367 0.6 -0.1 0.2 -0.4241
C -0.67638 4.53547 -3.44415 0.0 0.0 0.2 -0.1900
C -1.39310 -0.76738 -5.79559 -0.1 -0.1 0.2 -0.1895
C 0.01719 3.16690 -3.39143 0.0 0.1 -0.3 -0.2150
C -0.42072 -0.50984 -3.45896 -0.1 0.2 0.5 -0.3958
C 4.94280 0.40611 -3.33680 -0.1 -0.1 -0.2 -0.1925
C -0.50440 -2.79561 -4.52153 -0.1 0.1 0.1 -0.1896
C 0.82474 -1.65146 0.02876 -2.8 -0.7 0.0 -0.2858
C -3.03981 -3.12816 0.64993 0.0 1.2 1.1 -0.1976
C -3.26939 -2.10816 -0.45097 -0.5 -1.8 -1.0 -0.2059
C 2.99902 -0.27196 -1.89134 0.7 0.3 0.6 -0.2491
C -1.96795 -2.73507 1.71435 -0.3 -0.1 0.4 -0.2111
C -2.85258 3.42818 -2.65946 0.1 0.1 0.2 -0.1900
C 2.51758 0.88926 -4.04000 0.2 0.0 0.1 -0.2131
C -0.58495 0.12967 -4.85060 0.2 0.2 -0.3 -0.2104
C -2.19832 4.44396 -3.60712 0.0 -0.1 -0.1 -0.2013
C -3.73476 -0.87435 -0.32865 1.3 1.2 0.0 -0.0204
C 0.77956 -2.86979 0.92136 0.9 0.1 -0.3 -0.2595
C 3.99112 1.28766 -4.16298 0.0 0.1 0.0 -0.1856
C 0.65205 0.15962 2.06189 -0.5 0.2 0.8 -0.8046
C -0.82477 -2.18746 -5.89222 0.2 0.1 -0.1 -0.2009
C 0.30546 -1.84884 -3.62256 0.0 -0.2 -0.1 -0.2129
C 2.16567 0.80628 -2.55946 -1.0 0.6 -0.5 -0.4764
H 0.09151 -2.16459 -6.50165 -0.1 0.0 0.1 0.1145
H -2.87126 3.84327 -1.64375 0.0 0.0 -0.1 0.1155
H -3.98802 -3.03028 1.22656 0.4 -0.7 -0.4 0.1140
H -2.43566 4.17861 -4.64651 0.0 -0.1 0.1 0.1109
H -2.28119 1.59516 -3.60356 -0.1 0.0 0.2 0.0925
H 0.19013 -1.93785 -0.84608 0.5 0.3 0.2 0.0151
H -0.44315 5.08039 -2.52004 0.0 -0.1 -0.1 0.1177
H 2.92840 -1.22141 -2.43841 -0.3 0.0 0.4 0.1225
H -0.04122 -0.61727 2.37620 -0.2 0.2 -0.1 -0.0307
H 5.11831 -0.54410 -1.38490 -0.2 0.0 -0.2 0.1161
H 1.14073 -3.68329 0.25844 -0.4 0.0 0.3 0.1015
H -0.04506 2.70902 -4.38938 0.0 0.1 0.2 0.0950
H 2.34491 -0.09424 -4.49657 0.1 0.3 -0.1 0.0971
H -1.97395 -1.65178 1.87508 0.1 0.0 -0.3 0.0908
H 0.32315 1.13823 2.41821 -0.1 -0.1 -0.1 -0.0239
H -2.36899 -3.13114 2.67519 0.3 0.2 -0.5 0.1104
H -3.89767 3.27590 -2.95978 0.2 0.0 0.1 0.1103
H -0.25186 5.12067 -4.27061 -0.1 -0.1 0.2 0.1111
H 1.86942 1.61710 -4.54379 0.3 -0.2 0.0 0.0927
H 4.54272 1.11176 -1.32020 0.0 -0.1 -0.1 0.1188
H 0.40826 0.29589 -5.29212 -0.3 -0.1 0.1 0.1009
H 2.64451 -0.42037 -0.80566 1.6 -0.6 -1.4 0.0258
H 1.08398 3.31183 -3.17492 -0.2 0.0 0.0 0.1055
H -3.91508 -0.27872 -1.22977 -0.2 -0.3 0.3 0.0402
H 2.44316 1.76066 -2.08383 -0.2 -0.2 -0.1 0.0503
H -2.90834 -4.17192 0.28429 -0.1 0.8 0.2 0.1145
H -3.27648 -2.60297 -1.44601 0.0 0.7 0.4 0.0952
H -2.43585 -0.81327 -5.44702 0.1 0.0 0.0 0.1163
H 4.09116 2.32745 -3.82538 0.0 -0.1 -0.1 0.1186
H -2.58110 1.40373 -1.88155 0.1 0.2 -0.1 0.0906
H -1.41635 -0.30562 -6.79066 0.0 -0.1 0.1 0.1127
H -1.53532 -2.82768 -6.42576 0.1 0.0 0.0 0.1077
H -0.72034 -4.37369 1.31626 0.2 0.0 0.2 0.0975
H 1.57434 -2.78723 1.67033 -0.3 0.1 0.2 0.0678
H 1.29186 -1.67518 -4.08013 -0.3 -0.1 0.1 0.0995
H -1.44555 -3.04803 -4.01141 0.1 0.0 0.0 0.1114
H 5.93871 0.86215 -3.34043 -0.1 -0.1 0.0 0.1099
H 4.27006 1.26260 -5.22157 0.1 0.1 0.1 0.1108
H -0.24128 -3.40007 2.70682 -0.1 -0.2 -0.3 0.1020
H 0.49553 -2.32413 -2.65420 -0.1 0.0 -0.2 0.0838
H -1.06704 1.11183 -4.80493 0.2 -0.4 0.0 0.0749
H -1.42833 -0.69837 -3.03798 0.2 -0.1 -0.2 0.1087
H -3.63198 -0.28278 0.60352 -0.5 -0.6 -0.4 0.0749
H 5.03791 -0.56705 -3.83732 0.0 0.1 0.1 0.1128
H 0.05137 -3.73015 -4.65400 -0.1 0.1 0.0 0.1107
H -2.63847 5.43543 -3.43887 0.0 -0.2 -0.1 0.1084
H -0.50345 2.70593 -1.36087 -0.1 -0.1 -0.3 0.0475
```
Positions in Å, forces in eV/Å.

Spin multiplicity: 4



[3]
# C6H10O

The molecule C6H10O (ωB97M-V with the def2-TZVPD basis set, OMol25).

Structure (XYZ):
```
17
Properties=species:S:1:pos:R:3:forces:R:3:lowdin_charge:R:1
O -1.33120 -1.71499 -0.00541 0.0 -0.4 0.0 -0.0471
C 1.49503 -0.82863 -0.98171 0.0 -0.2 0.3 -0.0706
C -1.07163 0.74123 -0.11131 0.0 -0.1 0.0 -0.2035
C -0.47658 1.96824 0.58206 0.0 0.0 0.0 -0.0947
C -0.24595 -2.45980 -0.18979 0.0 0.4 0.1 0.0407
C -0.64069 -0.55308 0.55078 0.0 0.2 0.1 -0.2915
C 0.68017 -1.29755 0.23808 0.0 0.1 -0.2 -0.3111
H -0.78148 2.01648 1.63516 0.1 0.0 -0.2 0.0770
H -2.16812 0.78167 -0.05646 0.2 0.0 0.0 0.1213
H 0.87501 -0.85743 -1.88531 0.2 0.1 0.1 0.0796
H 2.32503 -1.52950 -1.12772 -0.1 0.2 0.0 0.0803
H 1.30601 -1.51590 1.11709 -0.1 0.1 -0.4 0.1357
H 1.90285 0.18353 -0.85689 -0.1 -0.3 0.0 0.0754
H -0.81429 2.88978 0.09691 0.1 -0.2 0.1 0.0744
H 0.61888 1.95506 0.54628 -0.2 0.0 0.0 0.0711
H -0.86390 -0.50897 1.62469 0.0 0.0 -0.2 0.1502
H -0.80915 0.72986 -1.17643 0.0 0.0 0.2 0.1129
```
Positions in Å, forces in eV/Å.

Relative energy (zero: lowest compared OMol25 entry of this formula, charge and spin), kcal per mole: 64.7



Calculated E_tot (eV), listed in the same order as above: -120534.908, -64253.388, -8428.433